# 1
48
Properties=species:S:1:pos:R:3:forces:R:3:mulliken_charge:R:1 method="wB97M-V/def2-TZVPD" multiplicity=1 homo_energy_ev=-8.04 homo_lumo_gap_ev=8.8 lumo_ev=0.74
O -0.7834 -3.8954 -0.1407 0.083 -0.415 -0.098 -0.70
C -0.9315 -2.6893 -0.1241 -0.292 0.354 -0.097 0.66
C -1.9357 -1.9846 -1.0423 -0.015 -0.077 0.043 -0.92
N -2.2571 -0.6664 -0.5560 -0.110 -0.118 -0.151 0.55
C -2.7160 0.2687 -1.5631 0.085 0.040 -0.100 -0.90
C -3.0441 1.6055 -0.8602 0.044 -0.022 -0.146 -0.96
N -2.3640 1.6579 0.4142 -0.393 0.123 0.159 -0.01
C -1.0108 1.9005 0.4670 0.454 0.186 0.190 1.03
C -0.4005 2.8605 -0.3589 -0.001 -0.058 -0.120 -0.58
C 0.9229 3.1742 -0.1484 -0.059 -0.131 0.133 -0.68
C 1.6300 2.5325 0.8623 -0.039 0.069 0.077 -0.50
C 0.9613 1.5712 1.5911 0.419 0.248 -0.010 -0.57
N -0.3102 1.2573 1.4051 -0.427 -0.123 -0.147 -0.27
C -2.9242 0.6781 1.3268 -0.130 -0.024 0.236 -0.91
C -3.1397 -0.6621 0.5952 -0.006 0.096 0.046 -0.76
N -0.2356 -1.8540 0.6647 0.149 0.241 0.217 0.35
C 0.8610 -2.3120 1.4813 0.114 -0.403 -0.103 -1.01
C 2.1359 -2.5500 0.6509 -0.226 0.086 0.127 -1.21
C 2.6295 -1.2922 -0.0024 0.040 -0.158 0.053 0.56
C 3.6973 -0.5833 0.5323 0.001 0.014 0.004 -0.40
C 4.1596 0.5681 -0.0796 0.111 0.061 -0.031 -0.53
C 3.5468 1.0386 -1.2277 0.097 0.014 -0.059 -0.55
C 2.4712 0.3493 -1.7603 0.003 0.061 -0.102 -0.66
C 2.0220 -0.8104 -1.1563 0.001 0.017 -0.039 -0.16
H -2.8152 -2.6370 -1.1671 0.148 0.005 0.023 0.29
H -1.4570 -1.8940 -2.0228 -0.024 -0.027 0.021 0.37
H -3.6044 -0.0966 -2.1088 0.063 0.024 0.022 0.39
H -1.9037 0.4079 -2.2825 -0.072 -0.019 -0.042 0.46
H -2.7674 2.4489 -1.4897 -0.109 -0.023 0.010 0.37
H -4.1159 1.6769 -0.6561 0.068 0.051 -0.055 0.36
H -0.9592 3.3695 -1.1274 -0.073 0.060 -0.040 0.28
H 1.4045 3.9229 -0.7611 0.013 0.060 -0.054 0.42
H 2.6607 2.7689 1.0657 0.083 -0.029 0.017 0.52
H 1.4602 1.0151 2.3751 0.140 0.006 0.039 0.40
H -2.2254 0.5620 2.1529 -0.220 -0.041 -0.064 0.42
H -3.8745 1.0685 1.7054 0.041 -0.059 0.010 0.36
H -4.1946 -0.7812 0.2922 0.055 -0.063 0.008 0.49
H -2.8801 -1.4970 1.2456 -0.063 0.008 0.011 0.40
H -0.4054 -0.8583 0.5947 -0.088 -0.061 -0.039 -0.19
H 0.5685 -3.2601 1.9426 0.043 0.145 0.064 0.47
H 1.0425 -1.5669 2.2570 -0.026 -0.037 0.017 0.44
H 1.8982 -3.2970 -0.1088 0.041 -0.056 0.057 0.38
H 2.9047 -2.9579 1.3088 0.028 -0.050 -0.034 0.49
H 4.1808 -0.9450 1.4292 0.055 -0.065 0.085 0.37
H 5.0029 1.0984 0.3398 0.068 0.046 0.036 0.43
H 3.9078 1.9364 -1.7078 0.029 0.085 -0.037 0.43
H 1.9881 0.7119 -2.6565 -0.041 0.024 -0.073 0.40
H 1.1993 -1.3591 -1.5910 -0.058 -0.067 -0.062 0.37

***

# 2
50
Properties=species:S:1:pos:R:3:forces:R:3:mulliken_charge:R:1 method="wB97M-V/def2-TZVPD" multiplicity=1 homo_energy_ev=-8.21 homo_lumo_gap_ev=8.7 lumo_ev=0.53
H -2.5083 -3.8227 4.2681 0.010 0.004 -0.003 0.25
N -1.7898 -4.3608 4.7389 0.015 0.006 -0.001 -0.79
C -0.6366 -3.9232 4.4722 0.012 -0.080 0.056 0.39
N 0.5574 -4.4224 4.9499 -0.155 0.003 -0.001 -0.09
C 1.6064 -3.6844 4.4466 0.032 0.037 -0.042 -0.28
C 1.0831 -2.7472 3.6531 0.007 -0.012 -0.025 0.48
C 1.8044 -1.6819 2.9333 0.065 0.117 0.112 0.14
O 2.9904 -1.5078 3.1869 -0.027 -0.039 -0.043 -0.70
N 1.1366 -0.9079 2.0516 -0.020 0.011 -0.084 0.18
C -0.1725 -1.1603 1.4294 0.021 -0.017 0.073 -0.84
C -0.0630 -0.4528 0.0811 -0.021 -0.042 -0.084 0.97
C 0.5765 -1.3647 -0.9675 0.001 0.063 0.046 -1.55
C 0.7977 0.7613 0.4544 -0.009 -0.029 -0.058 -0.13
N 1.3382 1.4722 -0.6847 -0.037 -0.039 0.071 0.03
C 1.4522 2.8281 -0.6559 -0.009 0.075 -0.041 0.50
O 1.3559 3.4653 0.3769 0.008 -0.019 -0.027 -0.66
C 1.7365 3.4964 -1.9919 -0.043 0.127 0.110 -0.74
C 0.6990 3.2546 -3.1259 0.075 -0.191 0.021 -1.08
C -0.5842 2.5800 -2.6986 -0.048 0.103 0.022 0.29
C -1.4077 3.1612 -1.7371 0.017 -0.029 -0.007 -0.34
C -2.5545 2.5064 -1.3148 0.011 -0.023 -0.031 -0.89
C -2.8949 1.2704 -1.8486 0.015 0.013 -0.020 -0.48
C -2.0943 0.6749 -2.8183 0.012 0.021 0.009 0.63
C -2.4624 -0.6582 -3.4111 -0.017 0.010 -0.025 -1.78
C -0.9459 1.3464 -3.2304 -0.015 0.004 0.010 0.17
C 1.8553 0.1833 1.3923 -0.017 -0.084 0.037 -1.35
O -0.3065 -2.8718 3.6571 0.009 0.001 -0.011 -0.32
H 0.5918 -5.1955 5.5872 0.037 -0.003 0.002 0.16
H 2.6394 -3.8601 4.6830 0.005 -0.008 0.009 0.49
H -0.3580 -2.2269 1.3189 0.019 0.010 -0.004 0.49
H -0.9775 -0.7403 2.0366 0.006 0.018 -0.001 0.24
H -1.0443 -0.1276 -0.2691 0.005 -0.010 0.010 -0.12
H 1.5755 -1.6856 -0.6653 0.005 -0.003 0.005 0.35
H -0.0321 -2.2586 -1.1105 -0.013 0.005 0.011 0.40
H 0.6552 -0.8784 -1.9418 -0.004 -0.003 -0.013 0.36
H 0.1831 1.4652 1.0203 -0.002 0.023 -0.020 0.39
H 1.2216 1.0438 -1.5870 0.052 -0.024 -0.026 0.26
H 2.7268 3.1731 -2.3192 -0.011 -0.007 -0.035 0.37
H 1.8119 4.5565 -1.7614 -0.002 0.000 -0.014 0.34
H 1.1538 2.6527 -3.9144 -0.007 0.007 -0.009 0.30
H 0.4656 4.2187 -3.5785 -0.017 0.008 -0.007 0.42
H -1.1373 4.1158 -1.3012 -0.002 0.000 0.005 0.43
H -3.1858 2.9591 -0.5610 0.000 0.006 0.003 0.41
H -3.7902 0.7625 -1.5087 -0.002 -0.001 0.004 0.44
H -1.6027 -1.1337 -3.8831 0.003 0.000 0.010 0.36
H -2.8537 -1.3348 -2.6505 0.004 0.001 0.006 0.36
H -3.2356 -0.5434 -4.1738 0.000 -0.001 0.003 0.41
H -0.3111 0.8906 -3.9854 0.001 -0.004 0.004 0.35
H 2.7175 -0.1994 0.8418 0.018 0.009 -0.018 0.38
H 2.2170 0.9120 2.1159 0.012 -0.014 0.006 0.40

***

# 3
53
Properties=species:S:1:pos:R:3:forces:R:3:lowdin_spin:R:1 method="wB97M-V/def2-TZVPD" multiplicity=6 homo_energy_ev="-6.30 / -8.27" s_squared=8.803 homo_lumo_gap_ev="5.9 / 7.1" lumo_ev="-0.37 / -1.18"
Ru 0.0243 0.2179 -0.1417 0.637 -0.261 0.653 2.60
C 2.2461 -4.9248 1.5459 -0.197 0.217 0.228 0.02
S 1.1273 -4.1157 2.7311 0.180 -0.476 0.015 0.16
C 0.8514 -2.6500 1.8931 -0.123 0.751 -0.342 0.50
S -1.3305 -1.7103 -0.6296 0.345 0.612 0.124 0.11
N 0.2717 -1.6475 2.3084 -0.162 -0.889 0.961 0.24
N -0.0374 -0.4467 1.8669 0.277 0.950 -1.743 0.20
C -0.9597 0.2628 2.5606 -0.112 -0.248 0.353 0.31
C -1.1714 1.6121 2.2282 0.028 0.186 -0.078 0.07
C -1.9369 2.4993 3.0159 0.023 -0.052 0.036 0.08
C -1.9492 3.8338 2.6985 -0.007 -0.064 -0.013 0.02
C -1.1861 4.2951 1.6184 0.055 0.004 -0.011 0.11
C -0.4990 3.3660 0.8602 -0.025 0.221 0.045 0.01
N -0.5353 2.0638 1.1110 -0.171 -0.289 -0.190 0.18
H 2.3946 -5.9384 1.9112 0.028 -0.010 -0.021 0.00
H 3.1947 -4.3956 1.5171 0.038 -0.057 -0.052 0.00
H 1.7852 -4.9480 0.5626 0.027 -0.044 -0.027 0.00
H -1.4494 -0.1969 3.4094 0.025 0.003 -0.003 0.02
H -2.4718 2.1137 3.8736 -0.011 0.030 -0.001 0.00
H -2.5276 4.5295 3.2924 0.015 -0.006 0.021 0.00
H -1.1288 5.3469 1.3790 0.004 -0.015 -0.025 0.01
H 0.1231 3.6686 0.0254 -0.021 -0.033 0.009 0.00
C 0.7683 1.5123 -2.9308 0.093 0.137 -0.074 0.00
N -0.4353 0.9596 -2.2874 0.085 -0.071 0.479 0.01
C -1.4305 2.0272 -2.1162 -0.092 0.115 -0.087 0.00
C -1.0231 -0.0857 -3.1602 0.053 -0.252 -0.049 0.00
C -0.2396 -1.3629 -3.1425 -0.004 0.041 0.114 0.00
C 0.5810 -1.7474 -4.1949 -0.030 0.001 -0.040 0.00
C 1.2851 -2.9420 -4.1497 0.036 -0.012 -0.014 0.00
C 1.1513 -3.7745 -3.0464 0.019 -0.013 -0.041 0.00
C 0.3387 -3.4014 -1.9879 -0.045 0.050 0.025 0.01
C -0.3451 -2.1861 -2.0139 -0.049 -0.195 -0.154 0.02
H 0.5054 1.9765 -3.8892 -0.057 -0.067 -0.005 0.00
H 1.4863 0.7143 -3.1096 0.011 -0.019 0.011 0.00
H 1.2321 2.2473 -2.2790 -0.032 -0.038 -0.018 0.00
H -1.7850 2.3877 -3.0894 0.032 -0.023 -0.009 0.00
H -0.9855 2.8593 -1.5788 -0.005 -0.033 -0.040 0.00
H -2.2818 1.6534 -1.5467 0.018 -0.029 -0.015 0.00
H -1.1057 0.3004 -4.1825 0.033 0.079 0.026 0.00
H -2.0235 -0.3009 -2.7836 -0.029 0.090 -0.013 0.00
H 0.6588 -1.1080 -5.0675 0.016 0.017 0.018 0.00
H 1.9294 -3.2242 -4.9719 -0.021 -0.005 -0.004 0.00
H 1.6828 -4.7174 -3.0132 -0.005 0.005 0.012 0.00
H 0.2205 -4.0397 -1.1210 0.034 -0.009 -0.001 0.00
N 2.1207 -1.0585 -0.4248 -0.272 0.068 -0.082 0.12
C 3.2848 -0.2768 -0.0253 -0.108 0.676 -0.137 0.01
C 3.0457 1.2402 -0.2756 0.659 -0.717 0.142 0.01
O 4.0261 1.9512 -0.4367 -0.317 0.062 -0.013 0.01
O 1.8183 1.5985 -0.2573 -0.880 -0.029 0.039 0.10
H 1.9610 -1.8671 0.1685 0.009 -0.102 -0.049 0.02
H 2.1930 -1.3744 -1.3842 -0.027 -0.065 -0.022 0.00
H 4.1969 -0.5503 -0.5544 0.015 -0.108 0.064 0.00
H 3.4499 -0.3838 1.0479 0.007 -0.083 -0.002 0.00

***

# 4
53
Properties=species:S:1:pos:R:3:forces:R:3:mulliken_charge:R:1 method="wB97M-V/def2-TZVPD" charge=+2 multiplicity=1 homo_energy_ev=-14.75 homo_lumo_gap_ev=7.6 lumo_ev=-7.14
Pd -0.5555 -0.2077 -0.0367 0.710 0.023 0.449 0.70
C -1.4289 -4.7437 -0.3330 0.012 -0.018 0.044 -0.87
N -1.0521 -4.0477 -1.5649 -0.001 -0.016 -0.049 0.08
C -1.0787 -4.7650 -2.8454 0.014 -0.034 0.004 -0.84
C -0.7232 -2.7771 -1.5058 0.103 0.180 -0.023 0.92
C -0.3245 -2.0524 -2.7544 -0.072 0.001 -0.006 -1.09
O -0.7547 -2.1933 -0.3727 0.279 -0.079 0.014 -0.51
H -1.5938 -5.7913 -0.5586 -0.016 0.005 -0.008 0.35
H -2.3423 -4.3177 0.0820 0.006 -0.003 -0.004 0.29
H -0.6271 -4.6651 0.3999 -0.005 0.004 -0.002 0.30
H -1.3479 -5.7982 -2.6556 0.001 0.005 0.000 0.29
H -0.0991 -4.7487 -3.3202 -0.010 0.002 -0.007 0.33
H -1.8196 -4.3345 -3.5177 0.009 -0.006 0.000 0.34
H -1.1193 -2.0966 -3.4994 -0.014 -0.021 0.011 0.40
H 0.5616 -2.5126 -3.1926 0.009 -0.009 0.009 0.36
H -0.0974 -1.0139 -2.5269 -0.032 -0.104 -0.057 0.00
N -1.6423 2.3140 5.7183 0.032 0.063 0.021 -0.40
C -1.5335 1.3766 5.0662 -0.071 -0.047 0.011 -0.14
C -1.4176 0.2276 4.2139 0.046 -0.028 -0.064 0.00
C -1.5118 -1.0747 4.6944 0.007 0.034 -0.003 -0.24
C -1.3859 -2.1116 3.7889 0.008 -0.019 -0.031 -0.81
C -1.1725 -1.8289 2.4521 0.007 -0.032 0.009 -0.10
N -1.0730 -0.5737 1.9943 -0.501 0.179 -0.340 0.13
C -1.2022 0.4371 2.8605 0.022 -0.088 0.049 0.04
H -1.6805 -1.2605 5.7463 0.001 -0.001 0.004 0.55
H -1.4533 -3.1411 4.1090 -0.003 -0.003 -0.002 0.45
H -1.0778 -2.6083 1.7135 0.012 -0.033 0.000 0.32
H -1.1273 1.4439 2.4869 0.016 0.031 0.001 0.41
C 3.8619 1.3072 -3.3924 0.016 0.027 -0.010 -1.05
N 3.1353 0.5859 -2.3579 -0.054 -0.049 0.045 -0.19
C 1.8650 0.8075 -2.0134 0.012 0.298 -0.146 0.51
N 1.1782 1.7603 -2.6742 -0.011 -0.103 -0.005 -0.25
O 1.3436 0.1304 -1.0892 -0.580 -0.310 0.033 -0.65
H 4.8426 0.8550 -3.5011 0.004 0.004 0.008 0.33
H 3.9997 2.3566 -3.1273 -0.009 -0.002 -0.003 0.34
H 3.3528 1.2294 -4.3540 0.006 0.000 -0.001 0.34
H 3.6059 -0.1236 -1.8206 -0.004 -0.008 -0.017 0.28
H 1.6023 2.3378 -3.3789 0.007 0.008 0.005 0.20
H 0.2498 1.9864 -2.3669 0.005 0.008 0.000 0.15
S -2.3512 3.8108 0.3049 0.092 -0.008 0.020 -0.12
C -2.0767 2.1732 -0.0378 0.092 0.257 0.015 -0.30
N -0.8580 1.7475 0.1918 -0.171 -0.048 0.056 0.68
C -0.0347 2.7537 0.6894 0.128 0.015 -0.068 -0.54
C 1.3078 2.6241 1.0487 0.013 -0.023 0.073 -0.43
C 1.9459 3.7394 1.5441 0.001 -0.022 -0.006 -0.89
C 1.2762 4.9662 1.6773 -0.035 -0.001 -0.019 -0.53
C -0.0474 5.1024 1.3188 0.034 0.047 0.021 -0.57
C -0.6993 3.9755 0.8218 -0.108 -0.107 -0.065 1.20
H -2.8612 1.5301 -0.4116 -0.012 -0.003 0.026 0.34
H 1.8128 1.6720 0.9472 -0.003 0.017 -0.003 0.53
H 2.9832 3.6713 1.8416 0.006 0.002 0.003 0.44
H 1.8091 5.8196 2.0725 -0.001 0.009 0.004 0.44
H -0.5632 6.0466 1.4248 0.004 0.009 0.005 0.45

***

What did we get for energy above the lowest of the compared OMol25 structures with the same formula, charge and spin? Answer: 26.4 39.0 20.9 24.7 kcal per mole, in the order shown.